(1)
{"formula": "C24H33BiN3P2", "method": "wB97M-V/def2-TZVPD", "orbital_gap_ev": [5.2, 5.2], "total_charge": 1, "lumo_energy_ha": [-0.1321, -0.1321], "elements": ["C", "C", "C", "C", "C", "C", "C", "C", "C", "C", "C", "C", "C", "H", "H", "H", "H", "H", "H", "H", "N", "Bi", "C", "H", "H", "C", "H", "H", "P", "P", "C", "H", "H", "H", "C", "H", "H", "H", "C", "H", "H", "H", "C", "H", "H", "H", "H", "H", "C", "C", "C", "C", "N", "N", "C", "H", "H", "H", "H", "H", "H", "H", "H"], "coordinates": [[3.393, -3.538, 0.417], [2.992, -2.236, 0.143], [2.443, -1.931, -1.141], [2.331, -2.964, -2.135], [2.792, -4.270, -1.811], [3.291, -4.546, -0.556], [1.690, -2.638, -3.334], [1.350, -1.323, -3.655], [1.502, -0.331, -2.627], [1.089, 1.015, -2.874], [0.480, 1.328, -4.086], [0.320, 0.352, -5.086], [0.764, -0.937, -4.893], [3.786, -3.767, 1.407], [2.725, -5.032, -2.591], [3.621, -5.555, -0.306], [1.557, -3.418, -4.088], [0.121, 2.344, -4.247], [-0.157, 0.633, -6.026], [0.675, -1.707, -5.663], [1.818, -0.726, -1.349], [-0.531, -0.841, 0.065], [3.022, -1.155, 1.206], [3.232, -0.174, 0.753], [3.765, -1.366, 1.989], [1.208, 2.022, -1.752], [2.140, 1.869, -1.186], [1.161, 3.057, -2.125], [1.383, -0.995, 2.040], [-0.166, 1.821, -0.531], [-1.564, 2.569, -1.426], [-2.431, 2.660, -0.762], [-1.275, 3.568, -1.785], [-1.849, 1.934, -2.275], [0.260, 3.046, 0.742], [0.368, 4.036, 0.273], [-0.535, 3.087, 1.497], [1.200, 2.758, 1.234], [1.167, -2.587, 2.897], [2.033, -2.787, 3.544], [0.253, -2.546, 3.506], [1.052, -3.406, 2.176], [1.662, 0.231, 3.352], [0.753, 0.344, 3.960], [2.490, -0.107, 3.995], [1.908, 1.206, 2.906], [-0.404, -1.816, -1.545], [-1.493, -1.829, 1.235], [-5.946, 2.031, 0.790], [-4.642, 1.714, 1.381], [-4.070, 2.045, 2.609], [-2.793, 1.450, 2.624], [-2.580, 0.794, 1.457], [-3.718, 0.980, 0.738], [-1.804, 1.504, 3.716], [-6.752, 1.642, 1.428], [-6.069, 3.121, 0.736], [-6.046, 1.606, -0.217], [-4.504, 2.646, 3.397], [-3.805, 0.538, -0.177], [-0.878, 2.022, 3.417], [-2.251, 2.057, 4.553], [-1.534, 0.497, 4.068]], "forces_ev_per_a": [[-0.2594, 1.3549, -0.0104], [-0.0324, -0.4461, 0.5698], [-1.6767, 0.5574, -0.7471], [0.0861, 0.3694, 0.4110], [0.1570, -0.2564, 0.2845], [-0.1276, -0.4664, -0.9663], [0.6672, -0.1043, -0.4800], [0.0098, 0.4112, 0.4046], [-0.4228, -1.3721, 1.0906], [-0.5942, 0.4418, -0.1564], [0.6528, -0.0773, 1.3111], [0.0780, -0.8505, -0.5409], [-0.1122, 0.1815, -0.2597], [-0.0148, -0.0018, -0.2477], [0.0426, 0.0806, 0.3659], [-0.0791, 0.2477, -0.1350], [-0.1023, 0.1607, 0.2363], [0.1463, -0.2092, -0.0402], [0.1627, -0.1308, 0.2281], [-0.0923, 0.3621, 0.1286], [2.2193, 0.5445, -0.8231], [-0.8854, -1.0993, 0.1183], [-0.0386, 0.0313, -0.0276], [0.0432, -0.2770, 0.1199], [-0.0796, 0.0173, -0.2735], [0.0064, 0.1988, -0.1064], [-0.2410, 0.1031, -0.2679], [0.2217, -0.2550, -0.0741], [0.5554, -0.8461, -0.2133], [0.4900, 1.9015, -0.4889], [-0.1070, 0.4116, -0.0545], [0.2178, 0.0392, -0.1038], [-0.2465, -0.1990, -0.0435], [0.1211, 0.1770, 0.1272], [0.0108, 0.6329, -0.1077], [0.0900, -0.1115, 0.3549], [0.1522, 0.0092, -0.2087], [-0.2256, 0.1375, -0.1775], [0.0403, -0.0482, 0.3553], [-0.2050, -0.0131, -0.0758], [0.2639, -0.0088, -0.1684], [0.0391, 0.2961, 0.1095], [-0.0899, 0.1890, 0.1405], [0.3337, -0.0508, -0.1837], [-0.2345, 0.1399, -0.2007], [-0.0416, -0.3255, 0.1803], [-0.2692, -0.8523, 0.1854], [-0.3995, -1.1191, 0.4518], [-0.7791, 0.2984, -0.1386], [0.8845, -0.0203, 0.7893], [-0.0305, -0.1366, -0.3753], [-0.7694, -0.3921, -1.7841], [-0.2556, 0.5818, 0.7430], [0.4624, -0.2751, 0.0618], [0.4854, 0.0391, 0.5576], [0.1379, 0.0770, -0.2792], [-0.0744, -0.2757, -0.1077], [-0.0498, 0.1419, 0.2687], [-0.0355, -0.1090, -0.1451], [-0.0519, 0.2737, 0.5696], [-0.3109, -0.1554, 0.0956], [0.2866, -0.2018, -0.1536], [-0.1301, 0.2783, -0.0928]]}



(2)
{"formula": "C24H33Br3F15NO11", "method": "wB97M-V/def2-TZVPD", "orbital_gap_ev": 9.1, "lumo_energy_ha": -0.0259, "elements": ["C", "C", "O", "N", "C", "H", "H", "H", "H", "H", "H", "H", "C", "C", "O", "C", "O", "C", "F", "F", "F", "H", "H", "H", "H", "H", "C", "C", "O", "C", "O", "C", "F", "F", "F", "H", "H", "H", "H", "H", "C", "C", "O", "C", "O", "C", "F", "F", "F", "H", "H", "H", "H", "H", "C", "C", "O", "C", "O", "C", "F", "F", "F", "H", "H", "H", "H", "H", "C", "C", "O", "C", "O", "C", "F", "F", "F", "H", "H", "H", "H", "H", "C", "Br", "Br", "Br", "H"], "coordinates": [[2.042, -5.732, -0.714], [0.542, -5.516, -0.528], [-0.032, -5.859, 0.495], [-0.059, -4.910, -1.565], [-1.519, -4.896, -1.684], [2.554, -5.748, 0.242], [2.421, -4.941, -1.361], [2.131, -6.693, -1.220], [0.468, -4.339, -2.195], [-1.921, -5.896, -1.525], [-1.882, -4.318, -2.522], [-1.871, -4.441, -0.746], [-3.003, 1.514, 3.049], [-3.396, 2.624, 4.005], [-4.609, 2.303, 4.676], [-4.570, 1.419, 5.656], [-3.599, 0.988, 6.193], [-5.982, 0.927, 6.051], [-6.147, 1.028, 7.369], [-6.978, 1.564, 5.449], [-6.055, -0.372, 5.721], [-2.236, 1.744, 2.312], [-3.928, 1.156, 2.601], [-2.534, 0.729, 3.647], [-3.427, 3.630, 3.587], [-2.601, 2.783, 4.744], [2.072, -4.669, 4.415], [3.016, -3.742, 3.657], [2.869, -2.390, 4.071], [1.977, -1.635, 3.471], [1.385, -1.924, 2.475], [1.807, -0.256, 4.135], [2.542, -0.110, 5.219], [2.124, 0.681, 3.220], [0.518, -0.040, 4.439], [2.302, -5.707, 4.180], [1.038, -4.519, 4.103], [2.151, -4.511, 5.489], [2.854, -3.841, 2.581], [4.062, -4.026, 3.749], [2.104, 3.665, 0.590], [3.551, 3.576, 0.079], [4.334, 4.357, 1.000], [5.641, 4.210, 0.923], [6.214, 3.430, 0.230], [6.407, 4.995, 1.988], [7.420, 5.618, 1.396], [5.632, 5.942, 2.556], [6.832, 4.229, 2.982], [2.019, 2.836, 1.295], [1.391, 3.478, -0.210], [1.910, 4.588, 1.128], [3.789, 3.932, -0.924], [3.866, 2.535, 0.168], [0.145, 1.481, -3.817], [-0.151, 0.619, -5.015], [0.989, 0.553, -5.875], [1.232, 1.524, -6.722], [0.520, 2.433, -7.006], [2.606, 1.414, -7.416], [2.497, 1.555, -8.728], [3.351, 2.408, -6.894], [3.270, 0.271, -7.190], [-0.511, 1.276, -2.967], [0.128, 2.561, -3.968], [1.146, 1.271, -3.429], [-1.038, 0.950, -5.561], [-0.388, -0.412, -4.765], [-3.871, 0.876, -0.501], [-3.307, 0.005, -1.615], [-3.742, 0.668, -2.821], [-3.614, 0.014, -3.953], [-2.973, -0.998, -4.079], [-4.447, 0.573, -5.104], [-5.216, -0.395, -5.585], [-5.247, 1.562, -4.681], [-3.690, 1.063, -6.079], [-4.950, 1.003, -0.494], [-3.325, 1.818, -0.494], [-3.614, 0.395, 0.447], [-3.553, -1.057, -1.620], [-2.216, 0.064, -1.612], [0.875, -0.693, -0.455], [-0.424, 0.436, 0.396], [2.538, 0.293, -0.786], [0.155, -1.569, -2.042], [1.189, -1.413, 0.290]], "forces_ev_per_a": [[-0.8303, 0.2766, -0.2643], [1.0603, 0.2409, 1.0589], [-0.2836, -0.2591, -0.5076], [-1.0669, -0.2610, -0.9863], [0.3707, 0.3481, 2.3902], [-0.0025, -0.0342, 0.0176], [0.3359, -0.1374, 0.0116], [0.3055, 0.0152, 0.0207], [0.2452, -0.2693, -0.1470], [0.0627, -0.1884, -0.9357], [0.0841, -0.2993, -0.2915], [-0.2564, 0.4500, -0.3069], [-0.0868, -0.3865, 0.6567], [2.0959, 0.7473, 0.4865], [-0.8269, 0.2926, -0.4984], [0.0748, 0.2084, -0.0356], [0.2534, -0.2235, 0.1784], [0.1453, -0.2389, 0.0804], [-0.0095, 0.0529, 0.0423], [0.0155, 0.1238, -0.0658], [-0.0877, 0.0190, -0.0166], [-0.2963, 0.5729, -0.1164], [0.2488, -0.1885, -0.3342], [-0.3608, -0.2521, -0.0703], [-1.0118, -0.2274, -0.4163], [-0.1329, -0.4690, 0.1881], [0.0635, 0.2349, -0.1808], [-0.0508, -1.3417, -1.0077], [0.2127, 0.6099, 0.8852], [0.3778, -0.5309, -0.2623], [-0.5502, 0.1517, -0.4028], [-0.5468, 0.2964, -0.5775], [0.1157, 0.2096, 0.1035], [0.3468, -0.0675, 0.2763], [0.1594, -0.2815, 0.1911], [0.1570, 0.0167, 0.0460], [-0.0016, 0.1699, 0.0310], [0.0391, -0.0575, 0.0286], [-0.3693, 0.2978, 0.0544], [0.0267, 0.3219, 0.6658], [0.7481, -0.6428, -0.2050], [-0.3710, -0.1275, 0.4177], [0.1240, 0.6278, 0.2923], [-0.3630, -1.0754, 0.6566], [0.4851, -0.1809, -0.7198], [-0.8514, 1.3980, 0.1727], [0.4284, -0.1524, 0.1785], [0.0590, -0.0493, -0.1536], [0.3661, -0.4151, -0.1927], [-0.3391, 0.1383, 0.1393], [-0.0639, 0.2009, -0.0107], [-0.0505, 0.1728, -0.2704], [-0.3930, 0.0335, -0.0352], [0.2363, 0.1489, -0.2202], [0.4972, 0.2153, 0.9196], [-1.0039, 0.2209, -0.0610], [0.7823, -0.6169, 0.0370], [-0.2412, -0.2882, -0.4750], [-0.4595, 0.6285, 0.0348], [0.4704, -0.3425, 0.7067], [-0.0386, 0.2931, -0.0498], [0.0576, 0.0120, -0.4152], [-0.3068, 0.0755, 0.0697], [-0.2501, -0.1012, -0.2455], [-0.2151, -0.0832, -0.4921], [0.0081, -0.2021, -0.1420], [0.2586, 0.3212, -0.1790], [0.3851, -0.0398, 0.2433], [0.8150, -0.9509, 0.6323], [0.4680, 0.9048, 0.1469], [-0.8100, 0.2152, -0.6427], [0.7098, -1.0643, 0.7938], [-0.0150, 0.1132, -0.3824], [-0.5762, 0.8369, 0.2361], [-0.0124, -0.2002, -0.2003], [0.0269, -0.0585, -0.0757], [0.2815, -0.1446, -0.1616], [-0.0088, 0.0955, -0.3793], [-0.3559, 0.2182, -0.1411], [-0.0439, -0.0358, -0.0253], [-0.4504, 0.1436, -0.0515], [-0.1665, -0.1146, 0.0861], [0.5703, 0.1673, -0.0025], [0.1231, -0.0036, -0.0176], [-0.5343, -0.3323, -0.2233], [0.3561, 0.3922, 0.5793], [-0.3622, -0.2941, -0.1615]]}



no.,calculated total energy (hartree)
1,-1995.606562
2,-11036.800670